1.
{"formula": "C24H54As3N9O2Ru", "method": "ωB97M-V/def2-TZVPD", "species": ["Ru", "C", "As", "C", "C", "C", "C", "C", "As", "C", "C", "C", "As", "C", "C", "H", "H", "H", "H", "H", "H", "H", "H", "H", "H", "H", "H", "H", "H", "H", "H", "H", "H", "H", "H", "H", "H", "H", "H", "H", "H", "H", "C", "N", "C", "N", "C", "N", "C", "N", "C", "C", "H", "H", "H", "H", "H", "H", "H", "H", "H", "H", "H", "H", "C", "C", "C", "C", "N", "C", "N", "N", "N", "H", "H", "H", "H", "H", "H", "H", "H", "H", "H", "N", "C", "C", "O", "O", "H", "H", "H", "H", "H"], "coordinates": [[-0.400, -0.249, 0.346], [2.982, 1.351, 0.337], [1.596, 0.557, -0.763], [1.210, 2.022, -1.968], [2.572, -0.611, -1.997], [2.938, -2.003, -1.465], [3.575, -1.925, -0.070], [1.700, -2.907, -1.433], [0.250, -2.510, -0.148], [-0.991, -3.834, -0.846], [0.918, -3.435, 1.438], [4.044, -2.645, -2.343], [3.833, -2.906, -4.265], [4.896, -1.656, -5.260], [2.063, -3.031, -5.008], [3.900, 1.480, -0.235], [3.176, 0.749, 1.221], [2.633, 2.336, 0.651], [2.136, 2.458, -2.340], [0.642, 2.783, -1.433], [0.617, 1.661, -2.807], [3.459, -0.057, -2.319], [1.910, -0.710, -2.864], [2.865, -1.536, 0.663], [4.451, -1.275, -0.069], [3.888, -2.912, 0.273], [1.996, -3.925, -1.162], [1.232, -2.961, -2.418], [-0.555, -4.827, -0.738], [-1.192, -3.639, -1.899], [-1.930, -3.810, -0.300], [0.144, -4.094, 1.828], [1.182, -2.713, 2.209], [1.791, -4.038, 1.197], [4.293, -3.635, -1.954], [4.959, -2.047, -2.290], [5.927, -1.711, -4.915], [4.500, -0.652, -5.098], [4.844, -1.911, -6.317], [1.572, -3.928, -4.640], [2.170, -3.088, -6.090], [1.491, -2.143, -4.738], [-2.853, 0.412, 2.176], [-4.050, 0.072, 2.902], [-3.750, -1.020, 3.834], [-3.268, -2.202, 3.113], [-2.078, -1.860, 2.378], [-2.304, -0.752, 1.384], [-3.417, -1.205, 0.486], [-4.613, -1.557, 1.212], [-5.074, -0.383, 1.961], [-4.302, -2.626, 2.166], [-2.086, 0.706, 2.893], [-3.042, 1.225, 1.476], [-4.651, -1.280, 4.387], [-2.989, -0.693, 4.544], [-1.738, -2.739, 1.829], [-1.291, -1.535, 3.063], [-3.062, -2.064, -0.084], [-3.647, -0.388, -0.195], [-5.981, -0.638, 2.507], [-5.302, 0.424, 1.262], [-3.956, -3.508, 1.623], [-5.205, -2.891, 2.714], [2.374, 4.747, 3.216], [1.038, 5.384, 2.845], [0.981, 5.761, 1.369], [-0.140, 4.506, 3.272], [-0.095, 3.161, 2.669], [0.404, 2.020, 3.170], [0.275, 1.085, 2.259], [-0.317, 1.695, 1.213], [-0.553, 2.926, 1.437], [3.184, 5.464, 3.086], [2.599, 3.890, 2.572], [2.397, 4.415, 4.256], [0.919, 6.295, 3.437], [1.104, 4.884, 0.728], [1.785, 6.456, 1.132], [0.036, 6.239, 1.111], [-1.098, 4.936, 2.989], [-0.131, 4.348, 4.350], [0.832, 1.917, 4.153], [-3.799, 1.927, -3.123], [-2.865, 0.756, -3.107], [-2.159, 0.786, -1.737], [-2.512, 1.672, -0.957], [-1.309, -0.136, -1.555], [-4.770, 1.671, -3.295], [-3.537, 2.642, -3.800], [-3.683, 2.314, -2.150], [-2.157, 0.832, -3.928], [-3.432, -0.166, -3.215]], "atomic_forces_ev_per_a": [[0.184, 0.363, -0.685], [-0.016, 0.053, 0.004], [0.007, -0.044, -0.063], [0.010, 0.019, -0.037], [-0.004, -0.039, -0.064], [-0.026, -0.036, 0.001], [-0.012, 0.043, -0.001], [0.017, -0.017, 0.040], [-0.065, -0.392, 0.246], [0.009, -0.006, -0.045], [-0.016, 0.036, 0.012], [0.018, -0.031, 0.011], [0.004, 0.040, 0.006], [0.002, 0.007, -0.005], [-0.005, -0.029, 0.000], [0.000, -0.002, -0.003], [0.014, -0.006, -0.004], [-0.006, -0.006, 0.002], [-0.012, 0.013, -0.009], [0.004, -0.009, 0.015], [-0.001, -0.012, 0.007], [0.027, -0.004, 0.062], [0.040, 0.044, -0.034], [0.000, 0.003, 0.005], [-0.001, 0.004, 0.002], [0.002, -0.002, 0.001], [-0.002, -0.016, -0.054], [-0.037, 0.062, 0.015], [0.024, 0.007, -0.035], [-0.034, 0.032, 0.014], [0.017, -0.022, 0.031], [-0.011, 0.021, 0.000], [0.023, -0.013, 0.001], [-0.009, -0.013, -0.010], [-0.018, -0.003, 0.003], [0.007, -0.014, 0.001], [0.000, 0.003, -0.003], [-0.011, -0.004, 0.004], [0.005, -0.001, 0.000], [-0.006, 0.005, 0.003], [0.001, -0.007, 0.001], [0.007, 0.006, -0.003], [0.011, -0.017, -0.004], [-0.003, 0.012, 0.008], [0.004, -0.006, -0.014], [-0.008, 0.009, 0.027], [-0.003, 0.019, -0.010], [0.112, 0.019, 0.056], [0.008, -0.026, -0.048], [-0.007, -0.006, -0.013], [0.005, 0.007, -0.010], [-0.004, -0.010, 0.001], [-0.009, 0.025, -0.001], [-0.016, -0.002, -0.009], [0.001, -0.002, -0.001], [0.001, 0.000, -0.002], [-0.007, 0.016, 0.003], [0.004, -0.015, 0.003], [0.010, 0.013, -0.020], [-0.001, 0.013, 0.025], [0.003, -0.001, 0.004], [-0.006, -0.001, 0.003], [-0.001, 0.001, 0.000], [0.004, -0.002, 0.003], [-0.012, 0.008, 0.009], [0.019, -0.006, 0.019], [0.005, 0.005, 0.011], [0.025, 0.004, -0.008], [-0.028, -0.050, 0.021], [0.052, 0.072, -0.103], [0.019, 0.065, -0.104], [-0.321, -0.147, 0.541], [0.035, 0.013, 0.026], [0.005, -0.005, -0.017], [-0.004, -0.014, 0.013], [0.009, 0.015, 0.006], [-0.015, -0.003, 0.001], [0.005, -0.005, -0.004], [-0.001, 0.002, -0.003], [-0.001, -0.003, -0.004], [0.011, 0.015, -0.012], [-0.031, -0.010, 0.000], [-0.001, 0.000, 0.004], [0.057, 0.019, 0.100], [0.039, -0.047, -0.024], [-0.071, 0.134, 0.027], [0.020, -0.033, -0.111], [-0.016, -0.112, 0.216], [-0.002, -0.003, 0.026], [-0.002, -0.001, -0.005], [-0.029, -0.001, -0.054], [0.004, 0.002, 0.001], [0.001, 0.004, -0.006]], "orbital_gap_ha": [0.3088, 0.1867], "max_force_ha_per_bohr": 0.0155, "multiplicity": 2, "total_charge": 3, "s2": 0.752, "e_homo_ev": [-15.16, -15.16]}


2.
{"formula": "C17H51N9O8", "method": "ωB97M-V/def2-TZVPD", "species": ["C", "O", "C", "C", "C", "N", "H", "H", "H", "H", "H", "H", "H", "H", "H", "H", "H", "C", "O", "C", "C", "C", "N", "H", "H", "H", "H", "H", "H", "H", "H", "H", "H", "H", "C", "O", "C", "C", "C", "N", "H", "H", "H", "H", "H", "H", "H", "H", "H", "H", "H", "N", "C", "N", "O", "H", "H", "H", "H", "N", "C", "N", "O", "H", "H", "H", "H", "N", "C", "N", "O", "H", "H", "H", "H", "O", "C", "C", "O", "H", "H", "H", "H", "H", "H"], "coordinates": [[19.156, 13.383, -15.608], [17.729, 13.341, -15.306], [16.983, 12.484, -16.164], [15.474, 12.416, -15.766], [15.045, 11.407, -14.672], [14.633, 12.160, -16.938], [19.685, 14.293, -15.328], [19.352, 13.208, -16.666], [19.549, 12.636, -14.918], [17.243, 12.837, -17.162], [17.389, 11.485, -16.008], [15.226, 13.439, -15.485], [13.970, 11.305, -14.525], [15.342, 11.890, -13.741], [15.578, 10.473, -14.851], [14.894, 11.245, -17.278], [14.987, 12.729, -17.694], [27.762, 13.569, -14.060], [27.711, 12.948, -12.773], [27.195, 11.636, -12.782], [26.976, 11.097, -11.389], [28.363, 11.175, -10.570], [26.599, 9.673, -11.516], [28.514, 13.214, -14.764], [28.027, 14.619, -13.938], [26.848, 13.504, -14.649], [26.237, 11.478, -13.278], [27.833, 10.952, -13.341], [26.154, 11.626, -10.906], [29.057, 10.501, -11.072], [28.154, 10.826, -9.559], [28.742, 12.197, -10.597], [27.312, 9.088, -11.927], [25.806, 9.515, -12.120], [24.541, 25.429, -10.205], [25.168, 24.511, -11.028], [24.328, 23.344, -11.232], [24.835, 22.529, -12.374], [24.069, 21.330, -12.912], [26.240, 22.061, -12.151], [23.920, 26.108, -10.790], [25.372, 25.980, -9.766], [24.006, 25.112, -9.310], [24.275, 22.740, -10.326], [23.316, 23.694, -11.435], [25.124, 23.128, -13.237], [24.557, 20.832, -13.750], [23.009, 21.568, -13.005], [24.186, 20.519, -12.194], [26.770, 22.792, -11.698], [26.300, 21.286, -11.507], [18.806, 15.756, -28.868], [19.743, 15.763, -27.955], [19.336, 16.293, -26.861], [20.825, 15.237, -28.048], [19.055, 15.148, -29.635], [17.827, 15.976, -28.749], [18.364, 16.464, -26.644], [19.840, 16.107, -26.006], [25.361, 16.158, -20.692], [24.828, 15.273, -21.461], [25.703, 14.680, -22.251], [23.616, 15.051, -21.474], [26.351, 16.343, -20.770], [24.768, 16.628, -20.024], [25.376, 13.989, -22.912], [26.504, 15.244, -22.495], [32.738, 17.881, -22.894], [32.270, 17.555, -21.723], [33.262, 17.544, -20.873], [31.149, 17.453, -21.465], [33.659, 18.241, -23.097], [31.997, 17.961, -23.576], [34.193, 17.700, -21.234], [33.162, 17.472, -19.870], [21.838, 9.930, -25.334], [22.234, 9.317, -26.545], [23.736, 9.324, -26.805], [24.273, 10.648, -26.637], [21.709, 10.827, -25.650], [21.746, 8.343, -26.579], [21.712, 9.930, -27.280], [23.905, 8.970, -27.822], [24.308, 8.765, -26.065], [23.602, 11.245, -26.974]], "atomic_forces_ev_per_a": [[-1.079, -0.826, 0.908], [0.428, 1.306, 0.125], [0.693, -0.499, 1.473], [-0.476, 0.838, -0.706], [1.191, 1.544, 0.175], [0.462, -0.291, -0.534], [-0.850, 0.474, 0.053], [0.024, -0.329, 0.034], [0.633, -0.448, -0.617], [-0.877, -0.269, -0.505], [0.157, -0.506, -0.467], [-0.075, 0.020, 0.459], [0.031, -0.159, -0.798], [0.525, -0.563, 0.310], [-0.291, -0.188, 0.339], [-0.289, -0.650, -0.013], [-0.202, 0.548, -0.240], [0.170, 0.343, -0.116], [-0.371, 0.261, -1.043], [-0.076, -0.203, -0.230], [2.191, -0.979, 0.224], [-2.275, -0.085, -0.794], [-0.281, 0.026, 0.481], [0.475, -0.754, 0.389], [-0.273, -0.007, 0.374], [-0.511, -0.036, 0.450], [-0.447, 0.880, -0.428], [0.648, -0.074, 0.055], [0.196, 0.043, 0.198], [0.112, 0.034, 0.083], [0.299, 0.097, 0.012], [0.000, -0.150, 0.139], [0.531, 0.258, 0.138], [-0.390, 0.349, 0.066], [0.909, 1.624, 0.660], [-0.652, -2.341, -0.317], [-0.433, 0.686, -0.152], [3.092, -0.655, -1.637], [-0.061, -0.261, 1.468], [-0.053, -0.258, 0.536], [-0.244, 0.081, 0.061], [-0.072, 0.561, -0.125], [-0.329, -0.903, -0.261], [0.164, -0.054, 0.277], [-0.273, 0.076, -0.102], [-1.166, 0.921, -0.038], [-0.256, 0.877, -0.556], [0.045, -0.301, -0.482], [-0.494, -0.047, 0.596], [0.093, 0.338, -0.111], [-0.269, -0.346, 0.182], [-1.634, -0.785, -4.169], [0.927, -1.704, -0.047], [-1.508, 2.561, 6.023], [1.606, -0.522, -0.898], [-0.387, 0.277, -0.179], [0.479, -0.002, 0.215], [0.126, 0.052, -0.524], [0.404, 0.088, -0.408], [1.745, 3.092, 2.759], [-3.945, -1.243, -1.131], [1.950, -1.438, -1.939], [0.189, -0.423, 0.195], [-0.335, 0.193, 0.567], [0.365, 0.029, -0.257], [0.004, 0.378, 0.065], [0.038, -0.584, -0.259], [0.073, 0.640, -5.202], [3.172, 1.366, 0.457], [3.500, -0.514, 3.527], [-6.364, -1.272, 1.336], [-0.483, -0.178, 0.065], [0.533, 0.192, -0.298], [-0.215, -0.173, 0.523], [-0.246, -0.070, -0.410], [0.241, 0.304, 0.209], [-0.526, -0.022, -0.127], [-0.031, 0.683, 0.642], [-0.406, -0.340, -0.309], [-0.134, 0.305, 1.033], [0.501, -0.303, -0.104], [0.298, -0.267, -0.948], [0.183, -0.234, -0.036], [-0.277, -0.482, -0.203], [0.154, 0.394, -0.160]], "orbital_gap_ha": 0.3588, "max_force_ha_per_bohr": 0.1306, "smiles": "COC[C@H](C)N.COC[C@H](C)N.COC[C@H](C)N.NC(N)=O.NC(N)=O.NC(N)=O.OCCO", "total_charge": 0, "e_homo_ev": -9.25, "de_lowest_kcal_mol": 107.3}